1.
Molecular formula: C10H9Br2NOPd
Method: DFT, wB97M-V/def2-TZVPD

Output
Molar mass (Da): 425.416
<S²>: 6.04
Charge: +2
Spin multiplicity: 5
Highest occupied orbital energy (spin up / spin down) (hartree): -0.5754 / -0.6107
LUMO energy (spin up / spin down) (eV): -8.2 / -12.1
Relative energy (zero: lowest compared OMol25 entry of this formula, charge and spin) (kJ/mol): 0.00
Gap between HOMO and LUMO (spin up / spin down) (eV): 7.43 / 4.53

```
24
Properties=species:S:1:pos:R:3:forces:R:3:lowdin_spin:R:1
Pd 0.296268 0.181222 -0.208805 -4.237 2.906 -0.491 1.623
C 1.114994 -1.171319 -1.409907 3.425 -3.307 -0.504 0.169
H 0.274653 -1.806889 -1.569717 -1.209 -0.646 0.949 0.023
H 1.237411 -0.578763 -2.256582 0.493 1.449 -1.597 0.023
H 1.926082 -1.906971 -1.410290 0.160 -0.667 -1.099 0.012
H 1.805889 -0.858369 -0.532366 -0.793 -0.170 0.143 0.037
H 1.513781 0.381564 0.739667 2.068 0.684 1.605 0.329
Br -4.121233 2.259512 -1.937656 -0.073 0.136 1.089 0.065
C -3.617267 2.103825 -0.117144 1.500 -1.078 -0.854 0.123
C -4.283834 2.578686 0.985268 -0.704 0.341 -0.514 0.009
C -3.860823 2.386723 2.303849 -0.599 0.303 0.741 0.209
Br -4.886637 3.096489 3.694332 0.304 -0.239 -0.566 0.139
C -2.664219 1.668753 2.626154 1.006 -0.456 -2.058 0.035
C -2.132706 1.361655 3.888035 -0.068 0.067 0.033 0.018
C -0.934058 0.689399 4.011368 0.064 -0.053 -0.856 0.026
C -0.225982 0.345720 2.852213 0.390 -0.105 0.130 0.032
N -0.714525 0.651833 1.654834 0.121 -1.100 -0.171 0.243
C -1.903436 1.232152 1.477586 -0.834 0.511 0.621 0.092
C -2.361210 1.377648 0.068200 -1.443 1.071 1.891 0.215
O -1.692188 0.906111 -0.891350 1.247 -0.206 0.501 0.559
H -5.204143 3.121060 0.768264 0.139 -0.043 0.365 -0.001
H -2.664711 1.646702 4.781572 -0.156 0.084 0.078 0.001
H -0.537971 0.423638 4.967975 0.142 -0.051 0.409 0.002
H 0.757461 -0.182096 2.858299 -0.944 0.568 0.154 0.016
```
Positions in Å, forces in eV/Å.

---

2.
Molecular formula: C19H66N6O14
Method: DFT, wB97M-V/def2-TZVPD

Output
Molar mass (Da): 602.765
Highest occupied orbital energy (hartree): -0.3363
LUMO energy (eV): -0.4
Relative energy (zero: lowest compared OMol25 entry of this formula, charge and spin) (kJ/mol): 343.85
Gap between HOMO and LUMO (eV): 8.79

```
105
Properties=species:S:1:pos:R:3:forces:R:3:lowdin_charge:R:1
C 0.106000 -23.939000 -21.975000 0.385 -0.458 0.874 -0.058
C 0.975000 -25.060000 -21.570000 -0.489 -0.651 1.974 -0.307
O 2.055000 -24.481000 -20.913000 2.026 1.700 0.427 -0.096
H -0.756000 -24.391000 -22.342000 -1.994 -0.124 -0.627 0.079
H 0.585000 -23.440000 -22.737000 0.891 1.349 -2.064 0.053
H -0.043000 -23.216000 -21.187000 -0.463 -0.217 0.431 0.069
H 1.326000 -25.678000 -22.370000 -0.029 -0.471 -0.707 0.115
H 0.461000 -25.655000 -20.813000 -0.277 -0.484 -0.319 0.124
H 2.489000 -25.002000 -20.241000 0.011 -0.650 0.000 0.084
C 7.006000 -25.270000 -19.107000 0.857 2.033 0.942 -0.070
C 5.622000 -24.763000 -19.084000 -1.687 -1.835 -0.437 -0.304
O 4.864000 -25.345000 -17.985000 1.338 -0.417 -1.076 -0.060
H 7.007000 -26.288000 -18.999000 0.177 -2.701 0.248 0.050
H 7.528000 -24.821000 -18.213000 -0.100 -0.608 -1.179 0.081
H 7.457000 -25.011000 -20.059000 0.398 0.185 0.059 0.067
H 5.060000 -25.123000 -19.988000 0.615 0.806 0.344 0.115
H 5.713000 -23.707000 -19.028000 -0.773 1.094 -0.132 0.058
H 4.476000 -24.612000 -17.551000 -0.629 0.727 0.743 -0.019
C 4.158000 -19.894000 -14.946000 2.572 0.473 1.061 -0.073
C 2.766000 -20.023000 -15.287000 -2.073 0.774 -1.136 -0.249
O 2.443000 -19.379000 -16.544000 0.868 -0.557 -1.217 -0.142
H 4.565000 -18.864000 -14.924000 -0.713 -0.350 0.739 0.092
H 4.899000 -20.333000 -15.571000 0.055 -0.842 -1.449 0.047
H 4.351000 -20.491000 -14.054000 -0.090 0.629 0.616 0.102
H 2.104000 -19.468000 -14.675000 -0.288 0.012 1.772 0.120
H 2.404000 -21.050000 -15.332000 0.111 -0.070 -0.092 0.119
H 1.998000 -18.538000 -16.487000 0.154 0.490 0.557 0.102
C 7.232000 -22.291000 -17.087000 -0.666 1.097 -0.527 -0.050
C 7.725000 -21.262000 -18.173000 1.657 0.058 2.529 -0.260
O 7.057000 -20.023000 -17.907000 0.088 0.309 0.004 -0.135
H 7.786000 -23.198000 -17.256000 -0.070 -0.511 0.329 0.042
H 6.133000 -22.437000 -17.278000 1.175 -0.224 0.170 0.044
H 7.320000 -21.960000 -16.000000 0.291 -0.136 -1.516 0.100
H 7.568000 -21.542000 -19.195000 -0.850 -0.244 -0.273 0.052
H 8.861000 -21.132000 -18.132000 -1.341 0.036 0.326 0.136
H 7.500000 -19.522000 -17.202000 -0.098 -0.459 -0.354 0.114
C 4.193000 -16.567000 -16.939000 1.242 0.247 1.092 -0.086
C 4.901000 -17.416000 -17.905000 -1.190 -1.375 -0.554 -0.354
O 4.920000 -16.733000 -19.130000 -0.436 0.567 1.250 -0.023
H 3.313000 -16.065000 -17.207000 -1.457 0.219 -0.836 0.069
H 4.905000 -15.805000 -16.751000 0.509 1.288 0.434 0.078
H 4.093000 -17.060000 -16.003000 -0.400 -0.520 0.914 0.048
H 4.427000 -18.425000 -17.987000 0.119 0.737 -0.272 0.089
H 5.885000 -17.627000 -17.506000 0.646 0.086 -0.020 0.105
H 5.421000 -17.303000 -19.670000 0.884 -0.906 -2.226 0.013
C -0.248000 -20.684000 -18.408000 -6.527 -5.039 -2.101 -0.567
O -1.051000 -21.684000 -18.939000 3.369 4.710 1.522 -0.105
N -0.609000 -19.395000 -18.306000 -2.169 1.194 -0.418 0.149
N 0.780000 -21.021000 -17.769000 6.595 -1.380 3.419 0.135
H -1.530000 -19.109000 -18.705000 1.210 -0.383 0.703 0.175
H -0.065000 -18.728000 -17.749000 -0.788 -0.686 -0.134 0.132
H 1.311000 -22.002000 -17.700000 -2.600 1.489 -0.528 0.077
H 1.398000 -20.357000 -17.210000 -1.607 -0.286 -1.106 0.070
C 4.172000 -21.312000 -19.439000 8.714 -2.530 -5.715 -0.582
O 5.262000 -21.708000 -20.213000 -5.215 1.791 3.666 -0.091
N 2.947000 -21.455000 -19.745000 -5.302 -0.522 -1.895 0.193
N 4.332000 -20.830000 -18.249000 2.944 2.375 3.670 0.136
H 2.542000 -21.761000 -20.643000 0.912 0.291 0.647 0.140
H 2.293000 -21.129000 -19.012000 -0.010 0.054 -1.431 0.085
H 3.533000 -20.319000 -17.866000 0.810 0.305 0.077 0.079
H 5.350000 -20.518000 -17.985000 -2.205 -0.287 -0.612 0.130
C 2.580000 -23.644000 -16.861000 -1.236 -8.027 6.600 -0.666
O 2.220000 -24.650000 -16.008000 1.079 4.895 -4.097 -0.069
N 3.696000 -23.047000 -16.723000 5.652 1.849 2.720 0.159
N 1.966000 -23.320000 -17.935000 -4.966 -1.421 -3.979 0.150
H 4.388000 -23.406000 -16.034000 -1.289 0.474 -0.437 0.161
H 3.969000 -22.179000 -17.190000 -0.110 -0.425 -0.209 0.054
H 1.139000 -23.944000 -18.104000 0.946 1.047 -0.023 0.186
H 2.395000 -22.907000 -18.772000 0.246 -0.801 0.423 0.089
C 8.451000 -22.751000 -21.542000 1.231 -0.354 1.887 -0.133
O 9.471000 -21.958000 -20.881000 0.006 -0.673 1.292 -0.154
H 7.518000 -22.660000 -20.974000 -0.138 -0.170 -0.536 0.050
H 8.797000 -23.799000 -21.614000 -0.369 0.301 0.048 0.082
H 8.416000 -22.347000 -22.512000 -0.501 0.496 -1.202 0.065
H 9.587000 -22.283000 -19.946000 -0.216 0.381 -1.626 0.078
C 7.197000 -18.939000 -20.672000 -0.556 2.781 -0.239 -0.099
O 5.997000 -18.395000 -21.288000 0.235 -0.827 -0.851 -0.160
H 7.022000 -19.966000 -20.569000 0.445 -1.521 0.263 0.033
H 7.091000 -18.413000 -19.739000 0.989 -0.451 0.928 0.046
H 8.192000 -18.621000 -21.104000 -1.255 -0.571 -0.182 0.107
H 5.516000 -19.168000 -21.675000 0.289 0.609 -0.070 0.037
C -0.342000 -20.562000 -22.114000 -1.678 2.310 1.118 -0.182
O -1.488000 -21.020000 -21.485000 -1.610 -0.979 -1.453 -0.118
H -0.486000 -20.367000 -23.144000 -0.258 -0.635 -1.326 0.080
H 0.531000 -21.075000 -21.907000 1.896 -1.406 0.244 0.029
H -0.277000 -19.567000 -21.727000 1.160 1.106 0.229 0.061
H -1.337000 -21.406000 -20.625000 0.379 -0.155 0.986 -0.011
C 1.885000 -17.765000 -19.984000 0.976 0.847 0.710 -0.183
O 0.509000 -17.810000 -19.949000 -1.299 0.504 -0.101 -0.132
H 2.348000 -17.468000 -19.027000 -0.133 -0.212 0.073 0.064
H 2.277000 -17.010000 -20.670000 -0.464 -0.029 -0.162 0.094
H 2.279000 -18.702000 -20.287000 0.728 -1.053 -0.272 0.041
H 0.163000 -18.535000 -19.369000 0.859 0.846 -1.367 -0.016
C 4.896000 -23.539000 -23.009000 -1.190 0.597 1.071 -0.076
O 3.642000 -22.789000 -22.911000 1.202 0.504 -1.429 -0.146
H 5.032000 -24.138000 -23.892000 -0.850 -0.730 -0.339 0.074
H 4.908000 -24.062000 -22.061000 0.783 -0.574 -0.140 0.063
H 5.741000 -22.876000 -23.095000 -0.003 0.811 0.543 0.068
H 2.958000 -23.287000 -22.470000 0.056 -0.708 0.368 0.028
C 3.337000 -19.024000 -22.872000 -0.031 -1.936 2.589 -0.066
O 4.374000 -20.102000 -22.773000 -0.179 2.477 -0.090 -0.168
H 3.618000 -18.239000 -22.085000 -0.084 -0.965 -1.657 0.082
H 2.355000 -19.429000 -22.491000 0.806 0.277 -0.491 0.067
H 3.166000 -18.651000 -23.866000 0.436 0.202 -0.395 0.067
H 4.151000 -21.032000 -22.913000 -1.072 0.112 -0.007 0.024
```
Positions in Å, forces in eV/Å.

---

3.
Molecular formula: C3H14O3S
Method: DFT, wB97M-V/def2-TZVPD

Output
Molar mass (Da): 130.209
Highest occupied orbital energy (hartree): -0.3223
LUMO energy (eV): 0.5
SMILES string: CCCS.O.O.O
Relative energy (zero: lowest compared OMol25 entry of this formula, charge and spin) (kJ/mol): 58.36
Gap between HOMO and LUMO (eV): 9.23

```
21
Properties=species:S:1:pos:R:3:forces:R:3:lowdin_charge:R:1
C -1.906620 -0.556217 2.460829 -0.128 0.206 0.290 -0.121
C -1.230543 -0.630729 1.086249 0.517 -0.158 1.986 -0.354
C -1.704600 0.473895 0.208987 -1.977 1.634 -1.112 -0.587
S -1.445740 0.414010 -1.626171 0.124 -0.050 0.645 0.700
H -2.005360 0.491862 2.809259 -0.037 -0.532 -0.156 0.081
H -2.894461 -1.027044 2.412161 0.098 0.174 0.319 0.074
H -1.249794 -1.082691 3.176076 -0.611 0.097 -0.093 0.076
H -1.292076 -1.674367 0.805785 -0.293 0.053 -1.004 0.110
H -0.199050 -0.520985 1.401484 0.585 0.243 -0.789 0.075
H -2.829597 0.559429 0.187841 0.883 -0.499 0.388 0.071
H -1.444873 1.496229 0.612107 0.320 -1.182 -0.407 0.086
H -0.232566 -0.141496 -1.607036 0.159 -0.025 -0.083 -0.197
O 3.780906 -0.153316 -0.256083 -0.041 -0.242 -0.258 -0.054
H 3.210995 0.591513 -0.491216 0.007 0.163 0.232 0.033
H 4.144008 0.046869 0.607785 0.028 0.144 0.117 0.050
O 1.314678 -1.308218 -0.870660 0.270 -0.146 0.217 -0.085
H 1.366728 -2.083814 -1.434154 -0.093 -0.075 -0.087 0.055
H 2.208984 -1.217142 -0.493949 -0.043 0.121 -0.125 0.016
O 1.302749 1.539298 0.445630 0.263 0.213 -0.438 -0.051
H 0.768016 0.852752 0.021036 0.114 0.064 0.212 -0.022
H 1.428049 1.282491 1.359378 -0.145 -0.204 0.146 0.045
```
Positions in Å, forces in eV/Å.

---

4.
Molecular formula: C24H45FMoP2
Method: DFT, wB97M-V/def2-TZVPD

Output
Molar mass (Da): 510.510
<S²>: 2.06
Charge: +2
Spin multiplicity: 3
Highest occupied orbital energy (spin up / spin down) (hartree): -0.4860 / -0.4859
LUMO energy (spin up / spin down) (eV): -9.5 / -9.5
Relative energy (zero: lowest compared OMol25 entry of this formula, charge and spin) (kJ/mol): 0.00
Gap between HOMO and LUMO (spin up / spin down) (eV): 3.77 / 3.77

```
73
Properties=species:S:1:pos:R:3:forces:R:3:lowdin_spin:R:1
Mo -0.941433 0.918821 0.114546 -0.832 -2.172 2.278 1.533
C -2.101285 0.069527 -1.578778 1.215 -0.241 -1.079 -0.010
C -2.052047 1.500121 -1.761797 0.498 0.259 -0.128 -0.016
C 0.144364 0.696493 -1.795592 -1.013 0.077 -0.444 0.015
C -0.744225 -0.433777 -1.632281 -0.961 0.646 -0.874 0.025
C -0.670551 1.891369 -1.877742 -0.174 -0.444 -0.566 0.033
C -3.344768 -0.719871 -1.411265 -0.418 -0.134 0.419 -0.001
H -4.111513 -0.139780 -0.889551 0.042 -0.024 -0.190 0.000
H -3.174292 -1.620317 -0.822354 0.039 -0.130 -0.126 0.000
H -3.753958 -1.016598 -2.383849 0.134 0.050 0.091 -0.001
C -0.322718 -1.842984 -1.416324 -0.345 0.115 0.154 0.016
H -1.188766 -2.487631 -1.252055 0.300 0.127 -0.019 0.000
H 0.324859 -1.935301 -0.539184 0.042 -0.132 -0.033 0.004
H 0.234413 -2.238922 -2.267144 0.034 0.097 -0.017 0.004
C 1.628394 0.654515 -1.751836 -0.563 0.345 0.276 0.004
H 2.073590 0.303929 -2.684275 -0.091 -0.064 -0.049 0.001
H 1.961666 -0.017726 -0.956618 0.150 0.064 -0.118 0.001
H 2.024040 1.651968 -1.541740 -0.104 -0.372 -0.100 0.000
C -0.182984 3.288372 -2.033450 0.008 0.503 -0.019 0.014
H -1.020696 3.966956 -2.226682 0.216 -0.143 -0.037 0.000
H 0.529875 3.380743 -2.858796 -0.107 -0.064 0.112 0.003
H 0.316431 3.649222 -1.124570 0.038 -0.042 -0.233 0.003
C -3.220588 2.406909 -1.904167 -0.472 0.253 0.182 -0.004
H -3.447045 2.570470 -2.966421 0.099 -0.056 0.182 -0.001
H -3.044185 3.386184 -1.443146 0.029 -0.166 -0.196 -0.001
H -4.107366 1.993372 -1.414085 0.258 0.099 -0.329 0.000
C -1.365158 -0.091953 2.157779 0.667 0.717 -1.290 0.083
C -2.754498 0.212338 2.005719 -0.627 0.708 -0.121 -0.007
C -3.345377 1.454189 2.319079 2.267 -0.891 1.229 0.080
C -2.539528 2.721897 2.352854 0.087 -0.263 -0.140 0.016
C -1.447938 2.837422 1.296231 1.595 0.939 0.510 0.008
C -0.090708 2.497841 1.532829 -1.780 1.686 0.975 0.091
C 0.366926 1.791486 2.784922 0.354 -0.428 0.184 0.023
C -0.472412 0.552374 3.196900 0.509 -0.090 0.822 0.020
H -4.253828 1.460933 2.936845 -0.409 -0.055 -1.000 0.002
H -2.091317 2.887526 3.352136 -0.355 -0.062 -0.162 0.005
H -4.479122 1.639920 1.082578 -1.913 0.121 -2.125 0.005
H -1.056576 0.786363 4.095817 0.025 -0.083 -0.187 0.004
H -1.109146 -1.140497 1.947566 -0.234 0.221 0.020 0.008
H -3.407835 -0.612035 1.706998 0.018 0.156 0.361 0.001
H 0.249124 -0.223657 3.507592 -0.393 0.333 0.000 0.000
H 1.409806 1.470941 2.649342 -0.256 0.158 -0.034 0.000
H 0.663812 3.110127 1.026619 -0.146 -0.476 -0.323 0.013
H 0.398750 2.501810 3.633204 -0.004 -0.074 -0.421 0.006
H -3.231614 3.564443 2.177077 0.254 -0.206 0.145 0.003
H -1.638908 3.624088 0.548802 0.149 -0.511 0.159 0.004
P -0.420223 -4.821752 0.042340 0.060 -1.504 0.442 0.000
C -0.737593 -6.287110 -1.037680 -0.094 0.325 -0.328 0.000
H -0.864152 -7.191615 -0.429786 0.043 0.202 -0.136 0.000
H 0.108130 -6.425926 -1.720011 -0.204 -0.021 0.044 0.000
H -1.644334 -6.115500 -1.626788 0.137 -0.170 -0.006 0.000
C 1.014033 -5.587858 0.915389 0.125 0.382 0.010 0.000
H 0.749967 -6.580043 1.302789 0.074 0.231 -0.076 0.000
H 1.324566 -4.939095 1.741036 0.099 -0.203 -0.050 0.000
H 1.845816 -5.684909 0.207630 -0.084 0.005 0.221 0.000
C -1.710845 -5.229234 1.299225 -0.047 0.357 -0.052 0.000
H -1.642696 -6.286919 1.591039 -0.076 0.339 -0.015 0.000
H -2.698644 -5.027754 0.863479 0.132 -0.108 0.230 0.000
H -1.568852 -4.586082 2.177205 -0.158 -0.215 -0.056 0.000
P 4.437811 1.386846 -0.799427 1.668 0.292 0.263 0.000
C 4.929263 2.977080 -1.591702 -0.322 0.036 -0.018 0.000
H 5.977839 3.209669 -1.366349 -0.243 0.004 -0.089 0.000
H 4.284503 3.781705 -1.219422 0.195 0.016 -0.141 0.000
H 4.799438 2.890355 -2.677357 0.051 0.134 0.187 0.000
C 5.182844 1.691824 0.857751 -0.219 -0.065 0.065 0.000
H 6.231270 2.002902 0.745202 -0.304 -0.046 0.171 0.000
H 5.132344 0.762130 1.440385 0.090 0.287 -0.011 0.000
H 4.609975 2.473357 1.373639 0.229 -0.156 0.034 0.000
C 5.835579 0.394080 -1.476475 -0.229 -0.265 -0.024 0.000
H 6.793908 0.842636 -1.185869 -0.187 -0.111 -0.122 0.000
H 5.766184 0.356122 -2.569113 0.069 -0.082 0.178 0.000
H 5.776576 -0.625340 -1.079688 0.141 0.117 -0.148 0.000
F -5.126367 1.698815 0.330822 1.223 -0.134 1.690 0.013
```
Positions in Å, forces in eV/Å.